A cluster of 3 separate species, C38H58BNO5 in total at a distorted geometry. Source: OMol25; level of theory: ωB97M-V/def2-TZVPD.

The geometry in XYZ format:
```
103
C38H58BNO5, DFT ωB97M-V/def2-TZVPD
C -3.004 3.087 -0.547
O -1.998 3.399 -1.538
C -1.854 2.360 -2.533
C -0.571 1.411 -2.255
C -0.859 0.278 -1.158
C -1.569 -1.045 -1.772
C -2.267 -1.928 -0.609
C -1.405 -1.944 0.752
C -1.945 -0.881 1.876
C -0.758 0.121 2.271
C -0.847 0.734 3.761
B -0.431 -0.304 4.937
C 1.053 -1.013 5.040
C 0.924 -2.383 4.216
C 2.258 -3.266 4.140
C 3.528 -2.510 3.520
C 3.188 -1.491 2.326
C 3.743 -0.034 2.755
C 3.041 1.197 1.993
C 4.074 2.056 1.112
C 3.514 2.351 -0.384
C 4.025 1.246 -1.440
C 3.096 -0.063 -1.325
C 3.502 -1.178 -2.449
N 2.403 -1.118 -3.485
C 1.400 -2.137 -3.740
C 0.504 -1.562 -4.859
C 1.052 -0.151 -5.230
C 2.275 0.058 -4.305
H -3.624 2.155 -0.763
H -3.757 3.947 -0.384
H -2.461 2.955 0.466
H -2.775 1.703 -2.683
H -1.673 2.891 -3.544
H -0.133 0.984 -3.227
H 0.239 2.102 -1.812
H -1.624 0.712 -0.409
H 0.097 0.006 -0.584
H -2.431 -0.638 -2.429
H -0.879 -1.648 -2.450
H -3.373 -1.651 -0.440
H -2.275 -3.015 -1.005
H -0.283 -1.798 0.535
H -1.538 -3.004 1.196
H -2.385 -1.450 2.776
H -2.776 -0.290 1.346
H 0.263 -0.409 2.141
H -0.723 1.009 1.538
H -0.152 1.656 3.797
H -1.921 1.138 3.887
H -1.252 -0.604 5.743
H 1.789 -0.253 4.612
H 1.270 -1.204 6.159
H 0.128 -3.021 4.758
H 0.546 -2.257 3.141
H 1.992 -4.252 3.634
H 2.537 -3.536 5.231
H 4.209 -3.333 3.073
H 4.156 -2.032 4.359
H 3.815 -1.808 1.407
H 2.103 -1.495 1.981
H 4.862 -0.036 2.460
H 3.748 0.093 3.904
H 2.181 0.843 1.333
H 2.607 1.921 2.782
H 5.124 1.601 1.031
H 4.213 3.090 1.610
H 2.365 2.369 -0.369
H 3.868 3.396 -0.724
H 5.118 0.938 -1.299
H 3.935 1.734 -2.482
H 3.086 -0.543 -0.291
H 2.013 0.281 -1.541
H 3.509 -2.202 -1.915
H 4.526 -0.946 -2.916
H 1.316 -3.127 -3.188
H -0.426 -2.025 -5.344
H 0.622 0.553 -6.013
H 2.868 1.025 -4.337
C -4.057 -6.857 -2.291
C -3.033 -6.086 -1.923
C -2.010 -5.655 -2.899
O -1.074 -4.953 -2.564
C -2.167 -6.108 -4.297
C -3.191 -6.879 -4.665
C -4.215 -7.311 -3.689
O -5.150 -8.012 -4.024
H -4.815 -7.183 -1.590
H -2.904 -5.745 -0.904
H -1.409 -5.782 -4.999
H -3.321 -7.221 -5.685
C -2.169 7.927 2.430
C -3.197 8.575 1.880
C -3.719 8.195 0.550
O -4.656 8.787 0.047
C -3.060 7.070 -0.145
C -2.032 6.422 0.404
C -1.509 6.801 1.734
O -0.573 6.209 2.238
H -1.773 8.192 3.403
H -3.691 9.401 2.376
H -3.456 6.805 -1.118
H -1.537 5.596 -0.092
```

As for the total charge: 0. The calculation puts the energy at -1938.1727 a.u. As for the structure (SMILES): COCCCCCCCCCBCCCCCCCCCCCCn1cccc1.O=C1C=CC(=O)C=C1.O=C1C=CC(=O)C=C1. The calculation puts the HOMO energy at -7.915 eV.

Atom charges from the Mulliken analysis, given in e for atoms 1 to 6: C -0.559; O -0.278; C -0.734; C 0.540; C 1.893; C -0.340

=====

A structure of composition C38H58BiBrN7O6SeSi2. Source: OMol25; level of theory: ωB97M-V/def2-TZVPD.

The geometry in XYZ format:
```
114
C38H58BiBrN7O6SeSi2, DFT ωB97M-V/def2-TZVPD
Bi 0.572 -0.600 -0.805
C 1.301 3.455 6.498
C 1.998 2.236 5.893
C 1.720 1.027 6.795
C 3.508 2.506 5.870
C 1.519 1.945 4.472
C 1.953 0.801 3.813
C 1.545 0.580 2.519
Br 2.167 -0.974 1.628
C 0.720 1.433 1.764
O 0.430 1.183 0.506
C 0.246 2.573 2.452
C 0.677 2.788 3.761
C -0.729 3.609 1.875
C -1.232 3.319 0.462
C -0.043 4.983 1.855
C -1.973 3.665 2.776
H 1.654 3.606 7.520
H 0.218 3.322 6.532
H 1.516 4.365 5.936
H 1.999 1.252 7.826
H 2.291 0.153 6.482
H 0.663 0.761 6.773
H 3.873 2.730 6.875
H 3.739 3.354 5.223
H 4.057 1.641 5.495
H 2.602 0.083 4.296
H 0.306 3.673 4.256
H -0.430 3.298 -0.274
H -1.933 4.115 0.195
H -1.761 2.369 0.416
H 0.864 4.949 1.248
H 0.234 5.322 2.854
H -0.716 5.727 1.422
H -2.490 2.704 2.769
H -2.665 4.424 2.402
H -1.728 3.916 3.809
O 1.370 -6.801 0.720
C 0.212 -6.454 1.266
O -0.468 -7.247 1.876
C -0.225 -5.043 1.103
C -1.428 -4.571 1.597
N -1.498 -3.268 1.298
N -0.426 -2.852 0.636
C 0.360 -3.906 0.496
C 1.593 -3.744 -0.332
O 2.369 -4.699 -0.445
O 1.754 -2.624 -0.924
H 1.814 -6.015 0.276
H -2.208 -5.093 2.121
H -2.262 -2.588 1.425
Se -3.336 -0.553 0.829
C -5.081 -0.835 0.164
C -5.706 0.050 -0.724
C -6.970 -0.219 -1.217
N -7.689 -1.298 -0.908
C -7.105 -2.137 -0.047
C -5.850 -1.957 0.501
H -5.203 0.965 -1.002
H -7.436 0.480 -1.906
H -7.682 -3.017 0.218
H -5.451 -2.694 1.186
N -3.038 -0.844 -2.781
C -2.872 -2.205 -2.632
C -3.961 -3.075 -2.808
C -3.743 -4.427 -2.714
C -2.454 -4.900 -2.468
C -1.457 -3.964 -2.295
N -1.649 -2.644 -2.348
H -3.960 -0.530 -2.511
H -2.327 -0.321 -2.286
H -4.947 -2.670 -2.994
H -4.569 -5.117 -2.833
H -2.235 -5.955 -2.391
H -0.442 -4.285 -2.087
C -3.062 2.524 -2.359
N -2.286 2.314 -3.563
C -1.106 1.656 -3.579
N -0.493 1.597 -4.808
O -0.568 1.169 -2.585
H -3.024 3.565 -2.040
H -2.662 1.902 -1.563
H -4.098 2.241 -2.535
H -2.556 2.803 -4.398
H -1.077 1.629 -5.628
H 0.261 0.930 -4.854
C 0.997 -1.640 -4.121
Si 2.570 -0.758 -3.603
C 3.907 -2.056 -3.497
C 3.017 0.428 -5.004
C 2.341 0.214 -2.022
Si 3.942 0.675 -1.180
C 5.119 1.477 -2.419
C 4.838 -0.831 -0.491
C 3.669 1.979 0.150
H 1.130 -2.069 -5.118
H 0.105 -1.009 -4.135
H 0.775 -2.464 -3.442
H 3.899 -2.646 -4.417
H 3.729 -2.729 -2.658
H 4.901 -1.619 -3.388
H 2.800 -0.030 -5.972
H 4.078 0.681 -4.989
H 2.472 1.373 -4.944
H 1.860 1.155 -2.319
H 5.509 0.765 -3.148
H 5.972 1.897 -1.880
H 4.636 2.290 -2.965
H 5.715 -1.065 -1.096
H 4.201 -1.714 -0.479
H 5.174 -0.645 0.530
H 2.704 2.475 0.032
H 4.452 2.737 0.077
H 3.698 1.568 1.160
```

As for the total charge: -1. The value obtained for the energy relative to the best compared isomer or geometry (same formula, charge and spin) is 0.00 kcal per mole. The calculation puts the energy at -8086.8894 a.u. The calculation puts the HOMO energy at -4.632 eV.

Atom charges from the Mulliken analysis, given in e for atoms 1 to 6: Bi 2.413; C -2.056; C 2.032; C -1.732; C -1.670; C -0.120

=====

The frontier orbital gap results, record by record, are as follows: 6.228 6.613 eV.